(1)
A structure of composition C40H47BrCl2HfN7O5S. Source: the OMol25 dataset; level of theory: ωB97M-V with the def2-TZVPD basis set.

Last column: Mulliken charge in e.
CARTESIAN COORDINATES (ANGSTROEM)
Hf: 0.638 0.655 -0.126  0.30
Br: 7.528 -2.385 0.509  -0.16
C: 6.037 -1.228 0.437  0.02
C: 6.167 0.030 -0.128  -1.00
C: 5.066 0.869 -0.220  -0.52
C: 3.825 0.468 0.277  0.34
C: 3.724 -0.793 0.868  0.07
C: 4.816 -1.643 0.939  -0.76
N: 2.650 1.244 0.145  1.04
C: 2.762 2.620 0.063  -1.03
C: 1.720 3.471 0.046  1.10
C: 1.853 4.878 -0.286  -1.27
C: 0.828 5.534 -0.840  -0.70
C: -0.405 4.806 -1.089  -0.85
C: -0.616 3.599 -0.575  -0.16
N: 0.361 2.962 0.307  1.52
H: 7.122 0.351 -0.521  0.43
H: 5.195 1.823 -0.711  0.38
H: 2.780 -1.115 1.291  0.45
H: 4.717 -2.618 1.396  0.51
H: 3.750 3.059 -0.014  0.26
H: 2.817 5.348 -0.131  0.47
H: 0.909 6.572 -1.128  0.54
H: -1.179 5.243 -1.706  0.48
H: -1.529 3.038 -0.718  0.15
O: 0.163 -1.223 1.174  -0.55
Cl: -0.032 -0.532 2.490  1.43
O: 0.298 -1.381 3.555  -0.67
O: -1.365 -0.035 2.557  -0.19
O: 0.910 0.585 2.325  -0.62
N: 2.146 -0.890 -5.412  -0.51
C: 1.383 -0.170 -4.931  0.51
N: 0.475 0.637 -4.383  -0.74
C: 0.620 1.037 -3.207  0.81
N: 0.690 1.449 -2.099  -0.38
C: -4.291 -0.302 3.914  -0.73
C: -4.686 1.109 3.491  -0.29
C: -5.182 1.254 2.052  -1.29
C: -4.129 1.086 0.967  0.38
N: -3.774 -0.325 0.781  0.45
C: -2.760 -0.757 0.054  0.64
S: -1.886 0.344 -0.972  -0.61
N: -2.419 -2.039 0.049  0.68
C: -2.914 -3.098 0.926  -0.71
C: -3.868 -4.051 0.214  -0.80
C: -5.184 -3.406 -0.213  -0.25
C: -6.132 -3.145 0.953  -0.98
H: -4.104 -0.344 4.987  0.45
H: -3.379 -0.640 3.419  0.01
H: -5.094 -1.014 3.703  0.18
H: -3.842 1.788 3.646  0.17
H: -5.481 1.463 4.151  0.40
H: -5.598 2.255 1.926  0.46
H: -6.012 0.564 1.861  0.38
H: -3.221 1.637 1.227  -0.45
H: -4.496 1.480 0.019  0.52
H: -4.339 -1.004 1.270  -0.45
H: -1.648 -2.264 -0.560  -0.40
H: -3.371 -2.640 1.806  0.27
H: -2.037 -3.637 1.291  0.35
H: -4.066 -4.894 0.882  0.47
H: -3.351 -4.462 -0.657  0.25
H: -5.683 -4.059 -0.930  0.44
H: -4.978 -2.480 -0.760  0.14
H: -6.423 -4.082 1.430  0.40
H: -7.041 -2.643 0.623  0.33
H: -5.686 -2.530 1.740  0.05
C: 3.612 -6.352 -4.351  -1.57
C: 3.267 -5.060 -3.679  0.70
C: 4.120 -3.966 -3.751  -1.15
C: 3.804 -2.761 -3.153  1.38
C: 4.759 -1.609 -3.294  -1.55
C: 2.581 -2.658 -2.440  -0.28
C: 2.269 -1.399 -1.872  -0.33
O: 1.239 -1.147 -1.193  -0.53
C: 1.702 -3.775 -2.346  0.96
C: 0.387 -3.726 -1.619  -0.97
C: 2.067 -4.945 -2.971  -1.18
H: 4.586 -6.306 -4.834  0.38
H: 2.863 -6.596 -5.106  0.36
H: 3.621 -7.169 -3.627  0.37
H: 5.050 -4.056 -4.298  0.36
H: 5.672 -1.945 -3.781  0.46
H: 5.035 -1.183 -2.329  0.16
H: 4.322 -0.827 -3.917  0.35
H: 2.968 -0.577 -2.046  0.90
H: -0.289 -3.022 -2.114  0.20
H: 0.514 -3.401 -0.586  0.16
H: -0.074 -4.712 -1.628  0.40
H: 1.406 -5.802 -2.917  0.44
Cl: -0.780 8.980 3.279  -0.20
C: -0.577 7.316 2.846  0.32
C: -1.640 6.623 2.288  -1.07
C: -1.468 5.293 1.940  0.08
C: -0.248 4.656 2.134  -0.07
C: -0.044 3.220 1.755  -0.42
C: 0.794 5.366 2.723  -0.23
C: 0.640 6.695 3.079  -0.90
H: -2.587 7.122 2.137  0.43
H: -2.299 4.747 1.510  0.44
H: 0.743 2.793 2.368  0.78
H: -0.955 2.636 1.915  -0.13
H: 1.742 4.872 2.904  0.43
H: 1.448 7.248 3.536  0.43

Summary:
Calculated total energy ... -6252.22464 Eh
Charge ... +1

***

(2)
A structure of composition C40H47FeGeN7O4S2Si. Source: the OMol25 dataset; level of theory: ωB97M-V with the def2-TZVPD basis set.

Last column: Mulliken charge in e.
CARTESIAN COORDINATES (ANGSTROEM)
Fe: -0.380 0.471 1.072  -0.25
N: -3.414 -1.899 2.999  -0.36
C: -2.436 -1.081 2.564  0.59
S: -2.264 -0.849 0.863  -0.32
N: -1.695 -0.521 3.515  -2.07
N: -0.725 0.257 2.995  1.59
C: 0.000 0.963 3.786  -0.78
C: 1.057 1.741 3.159  0.91
C: 1.949 2.520 3.884  -1.08
C: 2.944 3.206 3.209  -0.57
C: 3.024 3.096 1.830  -1.13
C: 2.092 2.305 1.177  0.03
N: 1.132 1.643 1.815  0.69
H: -4.002 -2.367 2.334  0.20
H: -3.541 -2.038 3.985  0.23
H: -0.163 0.970 4.860  0.47
H: 1.857 2.580 4.960  0.54
H: 3.652 3.818 3.753  0.45
H: 3.787 3.609 1.263  0.54
H: 2.101 2.195 0.099  0.30
C: -3.984 -6.137 -0.978  -0.42
C: -3.660 -5.958 0.359  -0.65
C: -2.581 -5.158 0.709  -0.25
C: -1.806 -4.526 -0.264  0.40
C: -2.152 -4.715 -1.603  -0.15
C: -3.228 -5.513 -1.961  -0.71
Si: -0.351 -3.447 0.212  0.17
C: 1.305 -4.349 0.073  0.47
C: 1.996 -4.410 -1.139  -0.22
C: 3.236 -5.025 -1.236  -0.67
C: 3.816 -5.595 -0.110  -0.49
C: 3.147 -5.548 1.105  -0.81
C: 1.907 -4.928 1.191  -0.19
H: -4.826 -6.758 -1.254  0.38
H: -4.249 -6.441 1.129  0.38
H: -2.340 -5.018 1.758  0.39
H: -1.579 -4.220 -2.381  0.32
H: -3.481 -5.645 -3.005  0.39
H: -0.466 -3.179 1.661  -0.27
H: 1.564 -3.954 -2.024  0.36
H: 3.753 -5.058 -2.186  0.41
H: 4.783 -6.075 -0.182  0.40
H: 3.590 -6.000 1.985  0.59
H: 1.399 -4.890 2.149  0.39
O: -0.556 3.052 -0.693  -0.69
C: -1.123 3.176 0.443  0.86
O: -1.452 2.236 1.188  -0.70
C: -1.362 4.580 0.910  0.26
C: -1.102 5.652 0.063  -0.36
C: -1.295 6.948 0.509  -0.50
C: -1.740 7.135 1.806  -0.11
C: -2.006 6.086 2.669  -0.62
C: -1.815 4.795 2.208  -0.50
N: -1.936 8.517 2.294  1.02
O: -1.770 9.420 1.500  -0.61
O: -2.337 8.658 3.431  -0.62
H: -0.746 5.460 -0.939  0.55
H: -1.106 7.803 -0.122  0.52
H: -2.353 6.290 3.670  0.50
H: -2.014 3.942 2.841  0.54
N: 5.403 -3.289 2.542  -0.26
C: 5.233 -2.316 1.628  -0.36
S: 6.474 -1.634 0.797  -0.34
C: 3.815 -1.881 1.451  0.81
C: 3.367 -1.408 0.223  -0.89
C: 2.047 -1.029 0.095  -0.64
N: 1.169 -1.056 1.105  1.58
C: 1.600 -1.525 2.276  -0.54
C: 2.896 -1.947 2.496  -1.68
H: 6.331 -3.662 2.655  0.25
H: 4.624 -3.852 2.842  0.21
H: 4.041 -1.359 -0.621  0.49
H: 1.657 -0.706 -0.858  -0.06
H: 0.862 -1.586 3.064  0.52
H: 3.173 -2.296 3.485  0.54
C: -3.677 0.350 -4.818  -1.17
C: -3.493 -0.616 -3.653  -0.75
C: -2.201 -0.385 -2.869  0.19
C: -2.114 0.981 -2.184  -0.88
Ge: -0.393 1.133 -1.228  0.68
C: 0.967 1.317 -2.668  -1.22
C: 0.546 2.011 -3.964  -0.81
C: 0.154 3.479 -3.799  -0.12
C: 1.279 4.352 -3.255  -1.19
H: -4.530 0.068 -5.436  0.42
H: -2.790 0.358 -5.458  0.26
H: -3.844 1.371 -4.472  0.27
H: -3.502 -1.643 -4.030  0.37
H: -4.341 -0.533 -2.965  0.31
H: -1.350 -0.523 -3.550  0.27
H: -2.112 -1.170 -2.110  -0.27
H: -2.913 1.067 -1.441  0.72
H: -2.235 1.797 -2.902  0.50
H: -0.245 -2.376 -0.803  -0.13
H: 1.292 0.294 -2.894  0.52
H: 1.849 1.809 -2.243  0.65
H: -0.294 1.470 -4.411  0.06
H: 1.367 1.953 -4.690  0.57
H: -0.709 3.555 -3.132  -0.01
H: -0.168 3.863 -4.770  0.52
H: 1.503 4.106 -2.215  0.07
H: 1.011 5.409 -3.291  0.40
H: 2.195 4.223 -3.838  0.41

Summary:
Calculated total energy ... -6663.21007 Eh
Charge ... 0

***

(3)
A structure of composition C40H47N4PdSTe. Source: the OMol25 dataset; level of theory: ωB97M-V with the def2-TZVPD basis set.

Last column: Mulliken charge in e.
CARTESIAN COORDINATES (ANGSTROEM)
Pd: -0.213 0.004 0.170  1.07
C: 0.334 2.094 -5.854  -1.12
C: 1.496 1.846 -4.874  -1.31
C: 1.182 0.866 -3.774  0.86
C: 1.369 -0.463 -3.756  0.77
C: 1.972 -1.333 -4.813  -1.25
C: 3.410 -1.772 -4.494  -0.99
C: 0.865 -0.950 -2.466  0.10
C: 0.802 -2.270 -2.114  -0.61
C: 0.240 -2.789 -0.940  -0.33
C: 0.014 -4.182 -0.633  0.67
C: 0.215 -5.422 -1.484  -0.60
C: 0.072 -5.323 -3.012  -1.39
C: -0.492 -4.214 0.634  0.41
C: -0.584 -2.854 1.072  -0.11
C: -0.982 -2.464 2.349  -0.33
C: -1.131 -1.180 2.795  -0.92
N: -1.046 -0.069 2.012  -0.19
C: -1.237 0.990 2.839  -0.21
C: -1.258 2.299 2.426  0.17
C: -1.011 2.759 1.142  -0.72
N: -0.489 2.007 0.144  0.17
C: -0.335 2.836 -0.906  0.13
C: 0.239 2.474 -2.118  -0.41
C: 0.589 1.208 -2.482  -0.37
N: 0.388 0.086 -1.744  -0.22
C: -0.722 4.181 -0.564  0.64
C: -1.166 4.125 0.716  0.74
C: -1.688 5.246 1.565  -1.22
C: -0.568 6.097 2.179  -1.14
C: -0.723 5.360 -1.497  -1.15
C: -1.843 5.339 -2.557  -1.05
C: -1.538 0.541 4.203  0.66
C: -1.460 -0.809 4.176  0.52
C: -1.669 -1.836 5.263  -0.32
C: -1.468 -1.365 6.706  -1.51
C: -1.866 1.479 5.340  -1.23
C: -3.380 1.659 5.558  -1.21
N: -0.109 -2.018 0.118  0.02
C: -0.922 -5.417 1.421  -1.26
C: -2.445 -5.552 1.543  -1.07
H: 0.607 2.805 -6.647  0.38
H: -0.540 2.496 -5.325  0.21
H: 0.018 1.158 -6.330  0.31
H: 1.791 2.797 -4.427  0.44
H: 2.375 1.499 -5.424  0.49
H: 1.951 -0.803 -5.767  0.42
H: 1.338 -2.212 -4.948  0.44
H: 4.065 -0.903 -4.377  0.22
H: 3.817 -2.416 -5.287  0.40
H: 3.458 -2.315 -3.542  0.24
H: 1.205 -2.980 -2.831  0.15
H: -0.514 -6.154 -1.145  0.46
H: 1.188 -5.873 -1.251  0.33
H: -0.703 -4.608 -3.301  0.37
H: -0.195 -6.300 -3.426  0.42
H: 0.995 -5.011 -3.506  0.25
H: -1.168 -3.265 3.061  0.22
H: -1.510 3.049 3.171  0.09
H: 0.438 3.269 -2.831  0.24
H: -2.312 4.835 2.361  0.42
H: -2.357 5.886 0.978  0.42
H: 0.089 5.475 2.799  0.30
H: -0.960 6.913 2.807  0.37
H: 0.062 6.540 1.394  0.31
H: 0.246 5.425 -2.003  0.43
H: -0.800 6.279 -0.906  0.33
H: -1.769 4.437 -3.181  0.18
H: -1.803 6.216 -3.220  0.38
H: -2.829 5.318 -2.076  0.30
H: -0.983 -2.660 5.074  0.41
H: -2.672 -2.269 5.157  0.36
H: -0.484 -0.893 6.833  0.32
H: -1.519 -2.216 7.390  0.46
H: -2.230 -0.643 7.030  0.21
H: -1.412 2.448 5.134  0.45
H: -1.396 1.136 6.257  0.44
H: -3.855 2.080 4.662  0.34
H: -3.601 2.324 6.403  0.37
H: -3.867 0.695 5.752  0.30
H: -0.473 -5.381 2.422  0.41
H: -0.520 -6.327 0.961  0.43
H: -2.873 -4.682 2.058  0.28
H: -2.733 -6.458 2.093  0.37
H: -2.901 -5.593 0.544  0.30
Te: 2.390 0.458 1.489  -0.12
C: 3.832 -0.012 0.047  -0.11
C: 4.513 -1.201 -0.180  -0.39
C: 5.443 -1.148 -1.301  -0.45
C: 5.480 0.098 -1.878  -0.53
S: 4.374 1.143 -1.097  -0.21
H: 4.331 -2.102 0.421  0.37
H: 6.048 -1.989 -1.645  0.37
H: 6.082 0.416 -2.738  0.40

Summary:
Calculated total energy ... -2565.66066 Eh
Charge ... -1

***

The records above yield F_max values of 0.84 0.73 1.12 eV/A, respectively.
The records above yield energy above the lowest of the compared OMol25 structures with the same formula, charge and spin values of 11.4 0.0 0.0 kcal/mol, respectively.
The records above yield Kohn-Sham gap values of 6.3 6.9 4.1 eV, respectively.